1.
# C39H90N6O6

A cluster of 6 separate species, C39H90N6O6 in total (ωB97M-V with the def2-TZVPD basis set, the Open Molecules 2025 dataset).

Each line ends with the Löwdin charge.
Positions of all 141 atoms, in Å:
C1 28.197 8.647 25.370  -0.070
C2 26.860 8.018 25.780  -0.434
C3 25.842 9.095 26.177  -0.241
O1 24.642 8.513 26.589  -0.199
C4 23.436 9.168 26.241  -0.082
N1 26.425 7.196 24.616  0.045
H1 28.558 9.328 26.146  0.077
H2 28.001 9.369 24.570  0.081
H3 28.899 7.890 25.038  0.074
H4 26.998 7.451 26.710  0.129
H5 25.818 9.879 25.410  0.128
H6 26.302 9.614 27.032  0.108
H7 23.586 9.792 25.361  0.088
H8 23.040 9.745 27.085  0.078
H9 22.691 8.386 26.082  0.085
H10 25.817 6.475 25.003  0.069
H11 27.270 6.699 24.352  0.056
C5 22.927 7.297 39.095  -0.068
C6 23.385 7.565 37.646  -0.431
C7 23.071 6.419 36.695  -0.190
O2 21.712 6.041 36.885  -0.191
C8 21.170 5.339 35.778  -0.105
N2 22.893 8.857 37.183  0.042
H12 21.832 7.283 39.102  0.072
H13 23.294 8.054 39.783  0.073
H14 23.157 6.288 39.450  0.078
H15 24.470 7.640 37.774  0.130
H16 23.680 5.539 36.939  0.130
H17 23.238 6.688 35.652  0.086
H18 20.094 5.503 35.723  0.081
H19 21.380 4.281 35.941  0.089
H20 21.524 5.647 34.790  0.073
H21 23.306 9.657 37.650  0.078
H22 21.920 8.940 37.473  0.075
C9 19.248 2.074 27.678  -0.064
C10 20.748 2.340 27.944  -0.417
C11 21.194 3.734 28.279  -0.216
O3 22.590 3.783 28.080  -0.173
C12 23.229 4.883 28.638  -0.137
N3 21.116 1.384 29.049  0.028
H23 18.933 1.037 27.587  0.069
H24 19.041 2.585 26.734  0.075
H25 18.634 2.491 28.480  0.078
H26 21.305 1.988 27.067  0.132
H27 20.903 3.900 29.325  0.131
H28 20.732 4.505 27.651  0.130
H29 22.801 5.875 28.455  0.077
H30 24.249 4.963 28.248  0.085
H31 23.436 4.783 29.712  0.089
H32 22.120 1.237 29.030  0.064
H33 20.629 0.532 28.825  0.047
C13 24.918 10.238 30.079  -0.017
C14 25.413 8.972 30.830  -0.490
C15 26.903 9.105 31.014  -0.136
C16 27.480 8.208 32.087  -0.172
C17 26.716 8.420 33.402  -0.134
C18 25.182 8.246 33.321  -0.490
N4 24.669 8.920 32.103  -0.099
O4 23.288 8.803 31.969  -0.037
C19 24.806 6.758 33.250  -0.018
C20 24.579 8.928 34.547  -0.039
C21 25.061 7.786 29.921  -0.025
H34 25.272 11.092 30.669  0.078
H35 23.829 10.297 30.051  0.070
H36 25.305 10.395 29.073  0.073
H37 27.338 9.152 30.013  0.128
H38 27.188 10.092 31.414  0.108
H39 28.545 8.259 32.315  0.108
H40 27.309 7.137 31.907  0.108
H41 26.837 9.450 33.754  0.103
H42 27.181 7.717 34.094  0.123
H43 25.043 6.274 32.299  0.069
H44 25.370 6.233 34.024  0.089
H45 23.720 6.642 33.276  0.072
H46 24.876 9.980 34.551  0.087
H47 23.495 8.900 34.556  0.062
H48 25.094 8.464 35.389  0.083
H49 25.485 7.898 28.914  0.065
H50 24.008 7.669 29.676  0.080
H51 25.631 6.910 30.247  0.079
H52 22.958 9.711 31.971  0.115
C22 18.444 7.285 30.140  -0.017
C23 19.222 8.538 30.591  -0.513
C24 18.273 9.723 30.714  -0.153
C25 17.370 9.716 31.946  -0.172
C26 18.241 9.600 33.202  -0.137
C27 19.134 8.354 33.167  -0.512
N5 19.895 8.417 31.909  -0.081
O5 20.823 7.360 31.844  -0.035
C28 20.126 8.492 34.328  -0.034
C29 18.293 7.091 33.380  -0.029
C30 20.270 8.854 29.542  -0.041
H53 18.140 7.405 29.101  0.088
H54 17.689 6.926 30.834  0.064
H55 19.189 6.480 30.105  0.076
H56 18.834 10.667 30.724  0.120
H57 17.695 9.817 29.788  0.120
H58 16.691 8.867 31.852  0.099
H59 16.815 10.652 32.022  0.110
H60 17.584 9.483 34.067  0.124
H61 18.858 10.498 33.246  0.121
H62 20.715 9.408 34.248  0.085
H63 19.617 8.508 35.292  0.091
H64 20.817 7.647 34.340  0.056
H65 18.706 6.214 32.876  0.086
H66 18.056 6.897 34.426  0.082
H67 17.321 7.151 32.877  0.062
H68 21.040 9.561 29.857  0.079
H69 19.821 9.269 28.636  0.088
H70 20.809 7.952 29.239  0.074
H71 21.686 7.747 32.036  0.056
C31 28.510 15.524 33.037  -0.027
C32 28.668 14.336 32.056  -0.510
C33 29.917 14.537 31.177  -0.151
C34 31.243 14.297 31.889  -0.184
C35 31.187 12.960 32.645  -0.131
C36 29.979 12.697 33.566  -0.518
N6 28.792 13.030 32.728  -0.082
O6 27.630 12.803 33.548  -0.032
C37 29.928 11.207 33.870  -0.038
C38 30.095 13.473 34.887  -0.026
C39 27.465 14.247 31.123  -0.039
H72 29.482 15.871 33.390  0.063
H73 27.949 15.261 33.934  0.083
H74 28.034 16.381 32.559  0.085
H75 29.847 13.928 30.270  0.119
H76 30.031 15.540 30.748  0.122
H77 31.549 15.189 32.444  0.107
H78 32.059 14.275 31.159  0.109
H79 32.133 12.940 33.194  0.119
H80 31.157 12.131 31.935  0.120
H81 30.947 10.900 34.090  0.092
H82 29.214 10.908 34.641  0.080
H83 29.424 10.741 33.014  0.076
H84 30.096 14.551 34.742  0.057
H85 29.166 13.307 35.439  0.082
H86 30.941 13.186 35.508  0.087
H87 27.298 13.234 30.761  0.078
H88 27.432 15.048 30.389  0.088
H89 26.601 14.434 31.774  0.080
H90 27.305 11.971 33.185  0.081

Forces on the atoms, in the same order (eV/Å):
C -1.1 1.2 0.3
C 0.1 0.3 -0.4
C 1.5 0.3 0.3
O -0.3 -0.2 -0.4
C 0.0 -0.3 0.5
N 0.0 0.0 1.4
H 0.5 -0.6 0.3
H 0.0 -0.4 -0.4
H 0.3 0.1 0.2
H 0.1 -0.4 -0.2
H -0.8 -0.3 -0.3
H 0.0 0.0 0.1
H -0.3 0.0 0.0
H 0.3 0.3 -0.1
H 0.1 0.1 -0.4
H -0.2 0.1 -0.4
H -0.1 -0.2 -0.3
C -1.0 -0.8 -0.5
C 0.9 0.2 1.4
C -0.5 -0.3 0.5
O -0.3 0.7 -0.8
C -0.2 -0.3 0.3
N -0.9 0.3 -0.2
H 0.0 0.3 0.1
H 0.1 0.0 0.0
H 0.5 0.1 0.0
H 0.1 0.0 -0.7
H 0.3 0.1 0.0
H 0.1 0.2 0.0
H -0.1 -0.1 0.4
H -0.1 -0.2 -0.4
H 0.5 0.1 0.2
H 0.5 -0.3 0.1
H -0.1 -0.2 -0.3
C 0.4 1.6 -0.2
C -0.2 -2.7 0.2
C -0.5 0.1 0.2
O 0.0 -0.2 -0.1
C 1.5 0.7 0.6
N -0.1 1.2 -0.3
H 0.6 -0.2 -0.1
H -0.5 -0.1 0.1
H 0.0 0.2 -0.1
H -0.1 0.5 -0.3
H 0.2 0.3 0.0
H -0.2 -0.1 0.0
H -0.6 -0.2 -0.1
H -0.2 -0.3 -0.5
H -0.7 -0.1 0.1
H -0.1 -0.2 0.1
H 0.3 -0.4 0.2
C 0.3 0.6 1.0
C -2.1 0.1 -1.3
C 0.9 1.0 0.8
C -0.8 -1.7 0.4
C -0.1 0.7 -0.7
C -0.3 -0.5 -1.3
N 2.1 1.5 0.8
O -0.4 -0.2 -0.3
C 0.1 0.0 -0.2
C 0.8 -0.1 -0.6
C 1.5 -0.3 -0.9
H -0.2 0.1 0.0
H 0.0 -0.2 -0.2
H 0.1 -0.5 -0.1
H 0.3 -0.7 0.1
H -0.6 0.3 -0.2
H 0.1 0.5 -0.4
H 0.1 0.0 -0.6
H 0.5 0.0 0.1
H -0.4 0.2 0.5
H 0.5 0.3 0.0
H -0.6 -0.3 0.2
H 0.0 -0.1 0.7
H 0.0 0.0 -0.1
H 0.0 -0.4 0.4
H -0.7 0.0 0.4
H 0.1 0.6 0.1
H -0.1 -0.3 0.8
H -0.9 -0.4 0.3
H 0.0 -0.1 0.2
C 1.5 -0.5 0.1
C -0.7 0.2 0.9
C -0.3 1.1 -0.2
C 0.7 -0.3 -0.1
C -0.6 -0.6 -0.7
C 0.0 0.4 0.3
N 0.4 0.5 -0.2
O -0.1 -0.9 0.0
C 0.4 -0.3 -0.1
C -0.8 -0.4 -0.9
C 0.6 -0.2 -0.6
H -0.6 0.1 0.2
H -0.4 0.4 -0.3
H -0.1 -0.1 0.0
H 0.3 -0.2 0.2
H -0.2 -0.3 0.1
H -0.3 0.2 0.2
H -0.3 -0.1 -0.2
H 0.2 0.4 0.2
H 0.0 0.0 0.4
H 0.0 0.0 -0.1
H -0.2 0.0 -0.1
H 0.0 0.1 0.0
H 0.5 0.0 0.5
H 0.3 -0.1 0.1
H 0.0 0.4 0.2
H -0.2 0.1 0.4
H -0.2 0.0 0.1
H -0.1 0.0 0.1
H 0.1 0.2 -0.1
C 0.3 0.0 0.0
C 0.5 0.6 -0.2
C 0.8 0.3 -0.5
C -0.4 -0.4 -0.4
C 0.6 0.4 0.1
C 0.3 1.2 -0.2
N 0.3 -0.5 0.5
O 0.1 0.1 -0.4
C -1.0 0.0 -0.4
C -1.1 0.5 -0.1
C -1.2 0.3 1.6
H 0.0 0.0 -0.1
H -0.2 -0.1 -0.2
H -0.1 -0.1 -0.1
H -0.1 -0.5 0.3
H -0.8 0.2 0.3
H -0.4 -0.3 0.8
H -0.2 -0.4 -0.2
H -0.2 -0.6 0.3
H 0.3 0.2 -0.3
H -0.2 -0.6 -0.1
H 0.4 0.5 0.6
H 1.0 -0.3 -0.4
H 0.5 0.0 -0.1
H 0.2 -0.2 0.2
H 0.1 -0.2 -0.2
H 0.4 0.1 -0.6
H 0.3 -0.3 -0.3
H -0.1 0.0 -0.2
H -0.2 0.1 0.1

As for the HOMO energy: -8.10 eV. The value obtained for the LUMO energy is 0.57 eV. The value obtained for the energy above the lowest of the compared OMol25 structures with the same formula, charge and spin is 35.0 kcal per mole. As for the charge: 0.

=====

2.
# C39H93AsF6N9O8P

A structure of composition C39H93AsF6N9O8P (ωB97M-V with the def2-TZVPD basis set, the Open Molecules 2025 dataset).

Each line ends with the Löwdin charge.
Positions of all 157 atoms, in Å:
C1 -20.644 30.639 9.255  -0.096
O1 -21.732 29.739 9.135  -0.219
C2 -23.006 30.416 9.344  -0.137
C3 -24.224 29.402 9.300  -0.016
N1 -24.506 28.852 7.901  0.052
H1 -25.458 28.517 7.895  0.166
H2 -24.704 29.560 7.208  0.168
C4 -23.592 27.837 7.215  -0.048
C5 -23.345 26.629 8.158  -0.229
O2 -24.547 26.079 8.612  -0.196
C6 -24.409 24.936 9.474  -0.056
H3 -20.794 31.469 8.565  0.087
H4 -19.691 30.131 9.108  0.098
H5 -20.631 31.084 10.250  0.093
H6 -23.016 31.152 8.539  0.117
H7 -22.955 31.027 10.245  0.132
H8 -25.163 29.912 9.517  0.138
H9 -24.211 28.505 9.919  0.138
H10 -22.648 28.342 7.014  0.130
H11 -24.084 27.451 6.322  0.137
H12 -22.654 26.888 8.959  0.125
H13 -22.888 25.841 7.559  0.134
H14 -24.313 23.973 8.973  0.091
H15 -25.295 24.801 10.094  0.097
H16 -23.551 25.125 10.119  0.093
As1 -25.375 28.308 15.797  0.880
F1 -26.468 27.091 16.506  -0.304
F2 -26.683 28.828 14.640  -0.329
F3 -24.208 29.458 14.972  -0.338
F4 -24.208 27.746 16.965  -0.281
F5 -24.754 27.032 14.739  -0.311
F6 -25.966 29.640 16.902  -0.317
C7 -21.444 36.725 18.822  -0.395
O3 -21.495 37.749 18.247  0.037
N2 -21.749 35.533 18.252  -0.173
C8 -21.617 34.282 19.014  -0.070
C9 -22.233 35.360 16.847  -0.026
H17 -21.062 36.709 19.855  0.133
H18 -21.213 34.316 20.025  0.080
H19 -21.089 33.510 18.454  0.083
H20 -22.624 33.941 19.258  0.084
H21 -21.715 34.515 16.393  0.077
H22 -23.276 35.046 16.805  0.086
H23 -22.026 36.250 16.254  0.083
C10 -34.616 29.308 20.205  -0.339
O4 -35.531 30.063 20.406  0.026
N3 -34.035 28.541 21.172  -0.211
C11 -32.837 27.781 21.026  -0.085
C12 -34.629 28.381 22.470  -0.059
H24 -34.055 29.172 19.267  0.132
H25 -32.122 28.275 21.685  0.095
H26 -32.419 27.899 20.026  0.084
H27 -32.801 26.694 21.089  0.091
H28 -34.958 27.345 22.542  0.088
H29 -33.856 28.475 23.233  0.086
H30 -35.490 29.006 22.707  0.091
C13 -31.492 24.166 11.905  -0.333
O5 -31.890 24.114 10.726  -0.032
N4 -31.850 23.198 12.743  -0.176
C14 -31.196 23.212 14.067  -0.062
C15 -32.749 22.050 12.538  -0.045
H31 -30.892 24.976 12.348  0.141
H32 -31.515 22.328 14.619  0.076
H33 -31.594 23.948 14.766  0.086
H34 -30.106 23.217 14.042  0.091
H35 -33.148 21.917 11.533  0.084
H36 -32.288 21.082 12.735  0.083
H37 -33.614 22.096 13.201  0.087
O6 -13.959 26.482 13.693  -0.289
P1 -15.063 25.841 12.946  0.581
N5 -16.638 26.136 13.472  -0.295
C16 -16.920 27.447 14.007  -0.130
C17 -17.919 25.428 13.054  -0.094
N6 -14.873 24.158 12.828  -0.315
C18 -13.865 23.591 11.952  -0.123
C19 -15.239 23.311 13.968  -0.112
N7 -15.085 26.281 11.224  -0.300
C20 -14.048 27.292 10.745  -0.093
C21 -15.956 25.663 10.214  -0.115
H38 -16.972 28.157 13.183  0.078
H39 -16.160 27.846 14.678  0.079
H40 -17.850 27.341 14.567  0.083
H41 -18.313 25.856 12.132  0.058
H42 -18.752 25.400 13.757  0.082
H43 -17.779 24.381 12.785  0.065
H44 -13.238 22.890 12.502  0.081
H45 -14.371 23.040 11.160  0.073
H46 -13.178 24.330 11.539  0.080
H47 -14.979 22.277 13.741  0.076
H48 -14.601 23.441 14.842  0.080
H49 -16.278 23.460 14.261  0.065
H50 -13.493 27.868 11.485  0.069
H51 -13.330 26.752 10.128  0.067
H52 -14.681 27.968 10.169  0.065
H53 -16.999 25.518 10.498  0.054
H54 -15.574 24.667 9.991  0.056
H55 -15.818 26.185 9.267  0.075
C22 -18.602 24.471 21.253  -0.048
C23 -17.603 24.916 22.317  -0.491
C24 -17.824 26.398 22.423  -0.167
C25 -17.045 26.972 23.573  -0.195
C26 -17.362 26.350 24.929  -0.136
C27 -17.423 24.786 24.915  -0.485
N8 -17.979 24.292 23.658  -0.129
O7 -17.972 22.940 23.614  -0.011
C28 -15.983 24.218 25.176  -0.023
C29 -18.314 24.377 26.099  -0.044
C30 -16.158 24.568 21.833  -0.020
H56 -19.621 24.614 21.614  0.083
H57 -18.470 23.400 21.099  0.084
H58 -18.643 25.188 20.433  0.091
H59 -17.478 26.910 21.525  0.128
H60 -18.893 26.543 22.577  0.128
H61 -17.331 28.017 23.687  0.110
H62 -15.963 26.936 23.444  0.107
H63 -18.282 26.803 25.297  0.110
H64 -16.669 26.770 25.659  0.115
H65 -15.302 24.472 24.363  0.063
H66 -15.526 24.565 26.102  0.080
H67 -16.127 23.145 25.302  0.074
H68 -19.373 24.423 25.842  0.085
H69 -18.145 23.333 26.363  0.072
H70 -18.100 24.961 26.994  0.084
H71 -15.995 23.539 22.156  0.077
H72 -15.327 25.076 22.322  0.062
H73 -16.114 24.651 20.747  0.083
H74 -18.890 22.686 23.489  0.113
C31 -25.989 15.693 16.055  -0.035
C32 -25.325 16.977 15.467  -0.469
C33 -25.935 18.190 16.272  -0.168
C34 -25.127 19.386 16.037  -0.183
C35 -23.705 19.148 16.692  -0.104
C36 -23.129 17.727 16.617  -0.475
N9 -23.848 17.004 15.538  -0.160
O8 -23.271 15.905 14.974  -0.010
C37 -21.626 17.794 16.248  -0.025
C38 -23.391 16.985 17.984  -0.023
C39 -25.654 17.035 13.930  -0.022
H75 -25.542 15.439 17.017  0.064
H76 -25.630 14.891 15.409  0.073
H77 -27.066 15.751 16.207  0.084
H78 -26.895 18.411 15.806  0.119
H79 -26.076 17.957 17.328  0.115
H80 -25.602 20.255 16.492  0.114
H81 -25.126 19.550 14.959  0.100
H82 -23.820 19.483 17.723  0.114
H83 -23.020 19.824 16.180  0.102
H84 -21.255 16.775 16.134  0.079
H85 -21.440 18.535 15.471  0.081
H86 -21.178 18.179 17.164  0.083
H87 -23.098 17.551 18.868  0.079
H88 -24.462 16.937 18.181  0.051
H89 -23.101 15.937 17.914  0.086
H90 -25.148 16.203 13.442  0.073
H91 -25.267 18.011 13.636  0.070
H92 -26.729 16.954 13.770  0.082
H93 -23.047 16.221 14.095  0.105

Forces on the atoms, in the same order (eV/Å):
C -0.4 0.5 0.4
O -1.3 -0.5 0.3
C 1.0 -1.3 -0.7
C 0.7 0.8 -0.8
N -0.2 -0.1 -1.0
H -0.3 -1.3 0.8
H 0.9 1.2 -0.1
C 0.0 -0.9 1.7
C 0.2 -0.4 -0.7
O -1.1 0.3 0.3
C 0.2 0.3 0.4
H 0.3 0.1 -0.3
H -0.3 -0.1 -0.3
H 0.0 0.0 0.2
H -0.9 0.1 -0.4
H -0.4 -0.5 0.5
H 0.2 0.3 0.3
H 0.6 0.3 0.3
H -0.1 -0.1 -0.1
H -0.1 0.5 0.0
H 0.0 0.1 0.2
H 0.7 0.2 -0.3
H 0.4 0.2 -0.6
H -0.1 0.6 -0.1
H 0.0 -0.3 0.2
As -0.8 0.7 -0.1
F 0.3 1.2 -0.6
F 1.5 -0.7 0.9
F -1.3 -1.2 1.1
F 0.0 0.9 -0.2
F -0.6 0.8 -0.1
F 0.9 -1.7 -1.2
C 0.4 -2.2 0.4
O -0.4 3.3 -1.6
N 0.3 -1.5 0.2
C -1.2 0.0 0.1
C 0.6 0.0 0.9
H -0.2 -0.7 0.2
H 0.7 0.9 -0.3
H 0.0 0.1 -0.1
H -0.2 -0.5 -0.5
H 0.4 0.1 0.1
H -0.2 0.5 0.2
H -0.2 0.0 0.3
C 1.2 -0.5 0.7
O -0.6 0.2 -0.4
N -1.2 -0.3 0.0
C 1.5 0.9 -1.3
C -0.2 -0.7 0.6
H -0.3 0.3 -0.3
H 0.4 -0.6 0.2
H -0.1 0.5 -0.2
H -0.9 -0.1 0.8
H -0.2 -0.2 0.1
H 0.0 0.3 0.1
H 0.3 0.3 -0.5
C -1.9 -1.0 -3.2
O 1.0 1.1 1.2
N 0.7 -1.0 2.7
C -0.9 -0.7 0.7
C -0.2 0.0 -0.7
H 0.1 -0.2 -0.1
H 0.3 -0.4 -0.4
H 0.2 0.8 -0.4
H -0.1 0.2 -0.2
H 0.3 0.8 -0.1
H 0.6 0.2 0.3
H 0.0 0.3 0.2
O -1.0 0.5 -0.3
P -0.1 -1.1 -3.0
N -0.7 -1.9 0.6
C 0.1 0.3 0.1
C 1.3 -0.1 -0.9
N -1.1 0.8 0.8
C 0.0 0.0 0.0
C 0.7 0.0 0.0
N 1.1 1.0 2.7
C -1.8 -1.3 -0.4
C 1.5 -0.4 0.4
H -0.6 0.4 0.0
H 0.2 -0.4 0.0
H 0.0 0.5 -0.1
H -0.1 0.4 0.0
H 0.5 0.6 0.6
H 0.6 0.0 0.2
H 0.0 0.0 0.1
H 0.3 -0.1 -0.3
H -0.3 0.1 -0.1
H -0.8 -0.2 -0.5
H 0.1 0.7 0.3
H 0.1 -0.3 -0.1
H -0.5 -0.5 0.5
H 0.1 0.3 -0.3
H 0.6 0.3 -0.4
H 0.1 0.5 0.0
H 0.0 -0.4 0.0
H -0.5 0.4 0.1
C -0.6 -0.4 1.1
C 0.5 -0.2 0.3
C 0.6 0.2 0.8
C 0.0 0.8 1.1
C -0.5 -0.1 -0.6
C 1.3 1.0 1.1
N -0.7 3.4 -1.0
O 0.4 -2.2 -0.2
C -0.8 0.0 0.0
C 0.0 -0.8 -0.3
C -0.7 -0.7 0.8
H -0.1 -0.3 0.6
H 0.0 0.2 -1.0
H 0.8 -0.7 -0.6
H -0.3 -0.2 -0.3
H -0.1 0.3 -0.1
H 0.3 0.3 -0.2
H 0.0 0.0 -0.5
H -0.6 -0.5 -0.2
H 0.5 -0.7 0.1
H 0.0 -0.3 0.0
H -0.3 0.3 0.1
H 0.5 -0.1 -0.4
H 0.0 0.4 0.0
H 0.1 -0.1 0.0
H 0.0 0.2 -0.1
H 0.0 -0.3 -0.5
H -0.3 0.6 -0.2
H 0.2 0.0 0.1
H -0.1 -0.1 0.1
C 1.7 -0.1 -0.1
C -0.9 -0.5 0.6
C -0.5 -1.3 -1.5
C 1.7 0.4 0.8
C -1.0 1.1 -1.1
C -0.7 -1.3 0.1
N -1.6 2.7 0.5
O 0.7 -1.2 -0.1
C -1.0 -0.1 1.7
C -0.6 0.4 -0.6
C 0.0 0.4 1.7
H -0.1 0.2 0.2
H -0.7 -0.4 -0.1
H 0.0 0.0 -0.5
H -0.5 -0.5 0.3
H 0.0 -0.1 -0.1
H 0.2 0.2 0.0
H 0.5 0.2 0.0
H 0.3 -0.1 0.1
H 0.2 0.1 0.2
H 0.2 0.3 -0.6
H 0.1 -0.6 -0.3
H 0.4 0.1 0.0
H 1.0 -0.3 -0.1
H -0.2 0.0 -0.5
H 0.6 0.1 0.4
H -0.1 0.2 -0.1
H -0.1 -0.2 -0.7
H 0.0 0.1 -0.1
H 0.3 -0.3 -0.2

As for the HOMO energy: -7.83 eV. The value obtained for the LUMO energy is -1.47 eV. The value obtained for the energy above the lowest of the compared OMol25 structures with the same formula, charge and spin is 0.0 kcal per mole. As for the charge: 0.